(1)
# C17H13ClIrN3O5S

C17H13ClIrN3O5S as an isolated structure (wB97M-V/def2-TZVPD, OMol25).

energy = -2158.10902 hartree
orbital gap = 6.542 eV
HOMO energy = -15.59 eV
F_max = 0.38 eV/Å
relative energy (zero: lowest compared OMol25 entry of this formula, charge and spin) = 0.0 kJ/mol
net charge = +2

Geometry as XYZ:
```
41
Properties=species:S:1:pos:R:3:forces:R:3
Ir -1.6036 0.1839 -0.7242 -0.1219 0.0588 0.0675
O 1.7799 1.0879 -1.8441 0.0386 -0.0146 -0.0018
S 0.8907 -0.0073 -1.8540 -0.0800 0.0726 -0.0378
O -0.4659 0.1414 -2.5055 0.0694 -0.0122 0.0070
N 0.1627 -0.2181 -0.3188 -0.0150 -0.1457 -0.0796
C 0.6033 -0.0779 1.0078 0.0196 0.0056 0.0754
C 1.8806 -0.1828 1.4903 -0.0436 0.0106 -0.0044
C 2.0962 -0.0120 2.8732 0.0331 -0.0028 0.0054
C 1.0615 0.2657 3.7253 -0.0113 0.0047 0.0129
C -0.2652 0.3941 3.2380 -0.0124 -0.0053 -0.0262
C -1.3837 0.7415 4.0252 0.0080 -0.0014 0.0022
C -2.6146 0.9001 3.4367 -0.0217 -0.0010 -0.0081
C -2.7556 0.7049 2.0623 -0.0021 0.0074 0.0255
N -1.7246 0.3492 1.3051 -0.0181 0.0078 -0.0851
C -0.4775 0.2076 1.8685 0.0301 -0.0079 0.0021
C 1.6266 -1.4685 -2.3630 -0.0053 -0.0167 0.0053
C 0.8399 -2.5926 -2.6279 -0.0025 -0.0021 -0.0045
C 1.4722 -3.7459 -3.0428 0.0054 0.0008 0.0004
C 2.8582 -3.7632 -3.1909 -0.0029 0.0006 -0.0001
C 3.6253 -2.6343 -2.9304 -0.0025 -0.0021 -0.0021
C 3.0151 -1.4661 -2.5106 0.0013 0.0045 0.0095
H 2.7126 -0.3869 0.8291 -0.0017 -0.0024 -0.0030
H 3.1028 -0.0955 3.2581 -0.0004 0.0013 -0.0029
H 1.2468 0.4073 4.7821 -0.0017 0.0003 0.0000
H -1.2613 0.8979 5.0899 0.0020 0.0001 -0.0001
H -3.4829 1.1847 4.0129 -0.0008 -0.0029 -0.0006
H -3.7074 0.8467 1.5677 0.0051 0.0048 -0.0077
H -0.2368 -2.5567 -2.5318 0.0004 0.0013 -0.0013
H 0.8919 -4.6305 -3.2640 -0.0001 0.0002 -0.0007
H 3.3436 -4.6711 -3.5236 0.0011 0.0005 0.0002
H 4.6974 -2.6605 -3.0648 -0.0002 -0.0012 -0.0003
H 3.5879 -0.5684 -2.3220 0.0006 -0.0010 -0.0020
Cl -3.1061 4.3029 1.0640 -0.0303 -0.0030 0.0765
C -2.2405 4.2553 -0.4888 0.1092 0.0247 -0.0592
C -1.6638 2.8715 -0.6027 -0.0701 -0.0591 -0.0512
O -0.5307 2.5460 -0.3059 -0.0108 0.0015 0.0454
O -2.5296 1.9505 -0.9979 -0.0741 -0.0014 0.0501
H -1.4335 4.9809 -0.4673 -0.0201 0.0106 0.0077
H -2.9463 4.4693 -1.2853 0.0046 -0.0189 -0.0153
O -3.9050 -1.3375 -1.6324 -0.0339 -0.1001 0.2098
N -3.1604 -0.6135 -1.2372 0.2548 0.1830 -0.2085
```
Forces are in eV/Å.



(2)
# C17H13F3N4O2S

One molecule with the formula C17H13F3N4O2S at a distorted geometry (wB97M-V/def2-TZVPD, OMol25).

energy = -1722.90743 hartree
orbital gap = 8.342 eV
HOMO energy = -8.27 eV
F_max = 4.70 eV/Å

Geometry as XYZ:
```
40
Properties=species:S:1:pos:R:3:forces:R:3
O 0.3760 -2.1120 2.6113 -0.8497 -0.4144 0.4701
F -0.3288 3.5581 3.0336 -0.7397 -0.8507 -0.5007
F -1.5922 3.1105 1.2975 -0.3471 0.0076 0.8051
F -1.9984 2.1283 3.2642 0.6243 0.9076 -0.9240
N 2.2499 2.0001 -0.9188 0.0699 -0.5016 0.9573
N -0.0760 -1.2588 -1.9011 0.4118 -0.0935 0.3936
O -3.0310 -2.9308 -0.2827 0.0470 -0.0959 -0.7170
S 1.3356 -3.3846 -2.1455 -0.7825 -0.0477 0.7555
C 0.3849 -1.0217 2.0594 -0.6108 -1.2325 2.2965
C 1.4611 2.4881 0.0004 -1.5351 1.4330 0.8805
C 1.1208 -1.6604 -2.2467 -0.8091 -0.1818 -0.0729
C -4.1258 -2.2680 0.1854 0.2657 0.6184 0.5073
C -0.2627 -3.5501 -1.4447 -0.1892 1.7036 -0.0845
C -3.9892 -0.9343 0.0621 0.4831 0.7021 -0.3563
C -2.7300 -0.7363 -0.6047 -0.0165 -0.7234 -0.3033
C -0.4015 0.1222 2.4959 0.0989 2.9961 -1.0407
C -0.8553 -2.2924 -1.4053 0.0174 -1.3912 0.0165
C -2.2042 -1.9884 -0.8438 0.3684 1.5540 0.6101
C 0.8893 1.4860 0.9053 -0.5436 1.5335 -0.2392
C 1.4864 0.3526 0.4566 0.9787 -0.8412 -0.6423
C -0.1598 1.4013 1.9571 0.5980 -2.5368 0.2751
N 1.2601 -0.8740 1.0779 2.2639 1.8716 -3.6718
N 2.3366 0.6761 -0.6113 -0.5725 -2.6705 1.4524
C 1.1720 3.9714 0.1120 0.6896 -0.2416 -0.1290
C -1.0372 2.5701 2.4032 0.8324 -0.5171 0.1015
C 2.2448 -0.7262 -2.6433 -0.4667 -0.2023 0.1461
C 3.0937 -0.3089 -1.4223 -0.3214 1.3317 -0.7469
H -4.9202 -2.7632 0.6981 0.0430 -0.8477 -0.0611
H -0.7315 -4.4256 -1.0107 0.4523 -0.1274 -0.3745
H -4.6655 -0.1462 0.4133 0.2948 -0.6110 -0.2512
H -2.2846 0.2006 -0.8994 0.0564 -0.0825 -0.0029
H -1.1677 -0.0416 3.2550 0.3807 -0.0343 -0.3272
H 1.7460 -1.6959 0.7402 -0.2268 -0.0669 0.3072
H 1.7345 4.5109 -0.6583 -0.1351 -0.1295 0.1389
H 1.5147 4.3412 1.0990 -0.3366 -0.1670 -0.4818
H 0.1105 4.1811 -0.0177 0.0887 0.0175 0.1134
H 1.7639 0.1834 -3.0109 0.1782 -0.1023 -0.2356
H 2.8767 -1.1696 -3.4242 -0.1643 0.1029 0.2028
H 4.0139 0.1915 -1.7853 -0.5221 -0.1979 0.3358
H 3.3903 -1.1844 -0.8509 -0.0747 0.1291 0.3971
```
Forces are in eV/Å.



(3)
# C17H13N2O

An isolated ion of composition C17H13N2O and charge -1 at a distorted geometry (wB97M-V/def2-TZVPD, OMol25).

energy = -840.36320 hartree
orbital gap = 6.388 eV
HOMO energy = -3.43 eV
F_max = 3.85 eV/Å
relative energy (zero: lowest compared OMol25 entry of this formula, charge and spin) = 54.4 kJ/mol
net charge = -1

Geometry as XYZ:
```
33
Properties=species:S:1:pos:R:3:forces:R:3
C -2.1455 0.0715 1.7544 0.0171 -0.1539 -0.0694
C -1.7193 -1.2511 1.9514 0.0811 0.2219 0.1006
C -0.4186 -1.4936 2.4032 -0.3900 0.3996 -0.1529
C 0.4427 -0.4229 2.6228 0.7756 -0.3187 0.7612
C 1.9501 -0.7279 2.9014 -1.3878 -2.3807 -2.2054
O 2.6808 -0.2663 1.9465 1.9740 3.0702 -1.2386
C 0.0289 0.8910 2.4291 -0.5683 0.1201 -0.2780
C -1.2721 1.1441 1.9839 0.2815 -0.3115 0.1815
H -3.1604 0.2661 1.4039 0.2273 -0.0576 0.0524
H -2.3828 -2.0976 1.7474 0.0993 0.3759 0.0687
H -0.0387 -2.5063 2.5660 -0.1988 0.2662 -0.1023
H 2.0735 -1.7948 2.6336 -0.8536 -1.3105 1.7072
H 0.7325 1.7090 2.5951 -0.2045 -0.3044 -0.1499
H -1.5801 2.1781 1.8074 -0.0652 -0.3539 0.0601
C 3.9331 -0.6484 4.4550 -0.0969 0.4623 0.1120
C 2.4027 -0.5115 4.3543 -0.2672 -0.1715 1.4105
C 2.0440 0.8658 4.7177 0.2777 2.3918 0.9958
N 1.8670 1.9746 5.0463 0.1770 -2.2121 -0.6601
C 1.6572 -1.4867 5.2986 0.5209 0.5537 -0.2857
C 2.1320 -2.7994 5.4392 -0.3780 0.0049 0.0504
C 1.4447 -3.7117 6.2336 0.2657 0.0330 -0.3906
C 0.2627 -3.3302 6.8732 0.1429 0.1095 0.0656
C -0.4978 -4.3020 7.6108 -1.1905 -1.4601 1.1903
N -1.1291 -5.0946 8.1964 1.2616 1.5512 -1.1358
C -0.1787 -2.0095 6.7839 0.0177 0.3635 -0.2526
C 0.5170 -1.0861 5.9984 -0.3153 -0.4595 0.2276
H 4.2507 -1.6925 4.4614 -0.0383 0.1905 -0.1352
H 4.3625 -0.1386 3.5876 -0.1099 -0.1324 0.0484
H 4.2698 -0.1605 5.3760 0.0977 -0.1929 -0.0767
H 3.0222 -3.1130 4.8902 -0.3842 0.0500 0.2946
H 1.8248 -4.7268 6.3357 -0.1939 0.1722 -0.0196
H -1.0741 -1.6962 7.3191 0.1663 -0.1391 -0.1563
H 0.1336 -0.0642 5.9191 0.2590 -0.3777 -0.0179
```
Forces are in eV/Å.



(4)
# C17H14BeClNO3S

C17H14BeClNO3S as an isolated structure at a distorted geometry (wB97M-V/def2-TZVPD, OMol25).

energy = -1809.77846 hartree
orbital gap = 4.957 eV
HOMO energy = -0.37 eV
F_max = 9.74 eV/Å
relative energy (zero: lowest compared OMol25 entry of this formula, charge and spin) = 228.2 kJ/mol
net charge = -2

Geometry as XYZ:
```
38
Properties=species:S:1:pos:R:3:forces:R:3
C -2.2649 -0.9243 -0.0859 -0.2662 0.1119 -0.0296
C -1.6335 -1.1158 -1.3336 -0.0620 0.3120 0.0243
C -1.4009 0.1626 -1.8909 -0.0876 -0.0817 0.1767
H -1.3524 -2.0634 -1.7616 0.0801 -0.0782 -0.0412
C -1.8489 1.1361 -0.9708 -0.1481 -0.2357 0.0817
C -2.3951 0.4504 0.1377 -0.4772 -0.0720 -0.4634
H -2.7383 0.9080 1.0470 -0.0530 0.0874 0.1330
H -2.4917 -1.6978 0.6244 0.0193 -0.1027 0.0762
H -0.9423 0.3612 -2.8435 0.1460 0.0223 -0.0472
H -1.7591 2.2047 -1.0716 0.0611 0.1269 -0.0379
Be 0.0000 0.0000 0.0000 0.3696 0.0299 1.0802
Cl 0.1578 -1.9502 1.5407 0.0120 -0.6191 0.1598
C 2.3488 0.1209 0.2684 0.0866 -0.0386 -0.2360
C 1.9746 1.3443 -0.3291 0.0664 -0.3022 0.1165
C 1.4871 1.0659 -1.6130 0.0800 -0.1071 -0.2245
H 1.9655 2.3012 0.1600 0.0144 0.1341 0.1162
C 1.5766 -0.3325 -1.8231 0.1046 0.1726 -0.2252
C 2.1166 -0.9130 -0.6670 -0.1109 0.3228 0.1527
H 2.2361 -1.9647 -0.4799 -0.0050 -0.1173 0.0385
H 2.6552 -0.0126 1.2899 0.1120 -0.0123 0.0000
H 1.0683 1.7853 -2.2975 -0.0820 0.0802 -0.0908
H 1.2404 -0.8663 -2.6966 -0.0768 -0.0611 -0.1130
O 2.4338 3.0243 4.5477 -1.4503 -3.5647 2.1788
S 2.1499 1.5175 4.4572 4.5360 3.0109 -8.0810
O 3.4598 0.7536 4.2140 -3.5189 0.8524 2.8449
N 1.5734 1.5003 2.7977 0.2788 0.0956 1.7741
C 0.4042 0.9762 2.6845 -0.7751 -0.0521 -4.5686
O -0.2488 0.8601 1.5041 1.2877 0.5750 3.1168
C -0.1953 0.5363 3.9481 -0.8892 -0.4986 -0.0349
C -1.4445 -0.0610 4.1345 0.0888 -0.0429 0.8235
C -1.8250 -0.4333 5.4339 0.8600 0.4723 -0.1879
C -0.9579 -0.2058 6.5198 0.2262 0.2081 -0.6466
C 0.2939 0.3967 6.3121 -0.4586 -0.1886 -0.1807
C 0.6488 0.7580 5.0131 -0.2797 -0.4390 2.4161
H -2.1058 -0.2408 3.2968 0.2783 0.0312 -0.1649
H -2.7869 -0.9008 5.5997 0.0017 -0.0187 0.0062
H -1.2566 -0.4985 7.5179 0.0286 0.0000 0.0351
H 0.9677 0.5735 7.1399 0.0024 -0.0131 0.0223
```
Forces are in eV/Å.



(5)
# C17H14BrLuNO4

C17H14BrLuNO4 as an isolated structure at a distorted geometry (wB97M-V/def2-TZVPD, OMol25).

energy = -4821.50705 hartree
orbital gap = 3.938 eV
HOMO energy = -3.11 eV
F_max = 3.29 eV/Å
net charge = -1

Geometry as XYZ:
```
38
Properties=species:S:1:pos:R:3:forces:R:3
C -1.3859 -1.0184 -3.7221 -1.0995 -0.1852 1.0499
C -1.9031 -2.1377 -2.9897 -0.4407 0.8374 -0.0512
C -2.6830 -1.6184 -1.8805 0.4897 -0.1071 -0.4304
H -1.6721 -3.1670 -3.2091 -0.2049 -0.1566 0.0094
C -2.5990 -0.1931 -1.9361 0.3638 -0.0348 -0.8403
C -1.8284 0.1713 -3.0851 -0.5079 -1.0395 0.4381
H -1.6893 1.1628 -3.4912 0.2904 -0.0198 0.3901
H -0.8728 -1.0350 -4.6631 0.4100 -0.1670 -0.0196
H -2.9862 -2.1991 -1.0021 -0.4363 0.0775 -0.4552
H -2.9684 0.5328 -1.2267 -0.1730 -0.2013 0.0618
Lu -0.4314 -1.3327 -1.2443 2.2334 2.3359 -0.6238
Br 1.3524 -3.2186 -1.1626 -0.1843 -0.2729 0.2422
C 2.4973 1.5445 -1.7554 -0.4640 -0.2649 -0.4247
C 1.5505 2.2478 -2.5641 -0.0014 -0.5496 -0.0772
C 1.3910 1.5197 -3.7880 -0.0830 -0.1623 0.6519
H 0.9272 3.0970 -2.2199 0.6394 -0.5193 -0.3745
C 2.2166 0.3536 -3.7213 -0.6171 0.1402 0.3099
C 2.9046 0.3726 -2.4699 -0.5975 0.0937 0.3674
H 3.5468 -0.4315 -2.0829 -0.1656 0.5099 -0.2647
H 2.7623 1.8026 -0.7176 -0.0272 -0.1015 -0.6744
H 0.6468 1.7327 -4.5764 0.5896 -0.0155 0.3923
H 2.2240 -0.4658 -4.4538 0.2144 0.4743 0.2546
O 0.2543 2.4194 0.6656 -0.3011 -1.0969 0.3300
C 0.0735 1.2520 0.9358 -0.4044 -0.6787 -1.1237
O -0.2351 0.2534 0.0757 0.3913 0.9937 1.0119
C 0.0777 0.7194 2.3546 -0.2114 -0.6858 0.7325
C 0.6431 -0.5445 2.6471 -0.1967 0.1924 0.0375
C 0.5517 -1.0917 3.9238 -0.1297 0.4184 0.4472
C -0.1609 -0.3968 4.9245 0.2501 1.0829 -1.9150
C -0.7629 0.8443 4.6348 0.3269 -0.3634 0.0402
C -0.6222 1.4035 3.3689 0.2940 -0.3631 -0.5596
N -0.1992 -0.9043 6.2523 -0.0976 -1.3256 2.7304
O 0.4214 -1.9669 6.4892 -1.1329 1.9058 -0.3581
O -0.8423 -0.2818 7.1288 1.1444 -1.0532 -1.6627
H 1.1511 -1.1320 1.8717 -0.1663 0.4592 0.2654
H 1.0515 -2.0273 4.1744 -0.2664 0.2633 -0.1091
H -1.3157 1.3744 5.4004 0.0838 -0.1560 0.0083
H -1.0858 2.3587 3.1142 0.1881 -0.2644 0.1932
```
Forces are in eV/Å.



(6)
# C17H14F4O2S

One molecule with the formula C17H14F4O2S at a distorted geometry (wB97M-V/def2-TZVPD, OMol25).

energy = -1604.25925 hartree
orbital gap = 9.153 eV
HOMO energy = -8.67 eV
F_max = 4.38 eV/Å
relative energy (zero: lowest compared OMol25 entry of this formula, charge and spin) = 265.4 kJ/mol

Geometry as XYZ:
```
38
Properties=species:S:1:pos:R:3:forces:R:3
F 5.3314 1.0202 -1.0164 -0.2770 0.6077 -0.0040
F -3.0390 2.8728 1.8839 -2.0373 -0.9486 0.1876
F -4.8621 3.1770 0.6719 -0.0544 0.6172 0.0951
F -4.6803 1.2202 1.5083 1.6036 1.2709 0.2936
O -0.4389 -1.2664 -1.5519 1.2036 -4.2117 -0.0640
O -0.2776 -0.8911 2.1043 -0.1427 -1.9503 -1.1834
S 0.6421 1.2684 -2.9201 -0.8853 -0.6248 1.7954
C 3.6614 0.2108 0.4058 -1.4809 0.2596 -0.5937
C -1.7926 2.4007 -2.2023 1.1333 -2.1537 -0.0656
C 3.0267 1.2303 -1.7172 2.0936 0.5731 0.8362
C -2.8882 2.6262 -1.3466 0.8072 -1.4819 0.8733
C 2.3061 -0.2124 0.5978 1.6581 0.8186 0.3127
C -2.0709 0.9105 0.1649 -0.6539 -0.9444 -0.3677
C 4.0235 0.8683 -0.7470 -1.9279 -0.6792 -1.0259
C 1.7061 0.8417 -1.5407 1.1444 -0.4285 0.2244
C -0.8523 1.3247 -1.8895 -1.5131 1.6615 0.8567
C -3.0510 1.8766 -0.1410 1.8971 -0.0584 -1.4852
C 1.3465 0.0547 -0.3933 0.8246 -0.8387 -0.4943
C -1.0376 0.5109 -0.6961 0.0230 3.3332 0.8124
C -3.9467 2.2828 1.0017 0.6612 -0.5032 -0.7889
C 1.0598 -3.5022 1.9977 -0.9146 0.5529 1.0313
C -0.0007 -0.6103 -0.3891 -2.5740 2.4090 0.0177
C 0.5334 -2.9266 0.6677 2.3381 1.9320 0.3793
C -0.3269 -1.5959 0.7517 0.9812 -0.0630 1.8351
H -0.1896 -0.7626 -2.3029 0.4939 0.5238 -1.3407
H -0.3501 -1.5872 2.8280 0.0568 1.3420 -1.5977
H 4.4281 0.0689 1.1262 0.3674 -0.4437 0.6637
H -1.5967 2.9037 -3.2053 -0.6065 -0.2909 1.7318
H 3.3953 1.9083 -2.5200 -0.6544 -0.8097 0.3628
H -3.5999 3.3607 -1.5742 -0.8102 1.0320 -0.3545
H 2.1622 -0.6889 1.6060 -0.6154 0.3113 -1.5361
H -2.1961 0.3162 1.0733 0.1786 0.3882 -0.0552
H 2.1132 -3.1430 2.2670 -1.6816 -0.3425 -0.2493
H 1.0635 -4.6241 1.9830 -0.0644 1.0991 0.1246
H 0.2685 -3.1180 2.7613 1.8164 -1.3472 -0.5597
H 0.0033 -3.6430 0.1192 -0.9982 -0.9859 -0.6724
H 1.4336 -2.7063 0.0738 -0.3453 -0.0440 -0.1262
H -1.3074 -1.9766 0.5600 -1.0447 0.4181 0.1310
```
Forces are in eV/Å.